# 1
# CH5NO

The molecule CH5NO in a non-equilibrium geometry (ωB97M-V/def2-TZVPD, the OMol25 dataset).

Summary:
HOMO energy (eV): -9.2890
SMILES string: NCO
Max |F| (eV/A): 3.93
Relative energy (zero: lowest compared OMol25 entry of this formula, charge and spin) (kcal per mole): 11.6

The geometry in XYZ format:
```
8
Properties=species:S:1:pos:R:3:forces:R:3
O -0.279357 1.039378 -0.591508 0.3 0.7 -0.9
N 0.669974 -0.776578 0.661086 0.6 0.3 2.0
C -0.461884 -0.225385 -0.084509 1.2 -3.7 -0.7
H -1.376267 -0.443000 0.482922 0.2 1.0 0.0
H -0.460453 -1.036042 -0.863537 -0.8 1.3 -0.4
H 0.313963 0.943383 -1.373101 -0.8 0.3 0.9
H 1.576784 -0.334669 0.487105 -0.6 -0.1 -0.3
H 0.555146 -0.762255 1.681364 0.0 0.2 -0.6
```
Positions in Å, forces in eV/Å.

Formally, the Mulliken partial charges of the atoms, in units of the elementary charge, are as follows:
1. O -0.54
2. N -0.53
3. C -0.28
4. H 0.33
5. H 0.23
6. H 0.36
7. H 0.22
8. H 0.21

***

# 2
# CH5NO

The molecule CH5NO in a non-equilibrium geometry (ωB97M-V/def2-TZVPD, the OMol25 dataset).

Summary:
HOMO energy (eV): -9.8201
SMILES string: NCO
Max |F| (eV/A): 2.21
Relative energy (zero: lowest compared OMol25 entry of this formula, charge and spin) (kcal per mole): 6.9

The geometry in XYZ format:
```
8
Properties=species:S:1:pos:R:3:forces:R:3
O -0.254739 0.756453 -0.911010 0.1 -0.9 -0.1
N 0.703137 -0.653604 0.647329 1.2 0.4 0.4
C -0.553733 -0.101286 0.163451 0.0 0.5 2.1
H 1.310965 0.143092 0.853525 0.0 0.1 -0.5
H -0.993314 0.526293 0.964788 -0.2 0.0 -0.6
H 0.567378 0.374089 -1.270043 -0.5 0.2 -0.2
H -1.245983 -0.944444 0.042764 0.1 0.2 -0.9
H 0.673997 -1.034979 1.589779 -0.7 -0.6 -0.3
```
Positions in Å, forces in eV/Å.

Formally, the Mulliken partial charges of the atoms, in units of the elementary charge, are as follows:
1. O -0.51
2. N -0.68
3. C -0.09
4. H 0.22
5. H 0.24
6. H 0.33
7. H 0.25
8. H 0.24

***

# 3
# CH5NO

A cluster of 2 separate species, CH5NO in total (ωB97M-V/def2-TZVPD, the OMol25 dataset).

Summary:
HOMO energy (eV): -10.5682
SMILES string: C=N.O
Max |F| (eV/A): 0.60
Relative energy (zero: lowest compared OMol25 entry of this formula, charge and spin) (kcal per mole): 12.2

The geometry in XYZ format:
```
8
Properties=species:S:1:pos:R:3:forces:R:3
O 2.640804 -0.498432 -0.267430 0.2 0.0 0.0
N -0.573488 -0.097396 0.280582 0.6 -0.1 0.0
C -1.554845 0.654578 0.054630 -0.3 0.1 0.5
H 2.381680 -1.256602 -0.802062 -0.1 0.2 0.1
H -0.769594 -0.890870 0.887912 -0.3 0.0 -0.1
H -1.390934 1.559095 -0.508827 0.0 0.2 -0.4
H 1.831369 -0.002006 -0.100223 -0.2 -0.2 -0.1
H -2.564994 0.531635 0.455417 0.0 -0.2 0.0
```
Positions in Å, forces in eV/Å.

Formally, the Mulliken partial charges of the atoms, in units of the elementary charge, are as follows:
1. O -0.68
2. N -0.36
3. C -0.29
4. H 0.31
5. H 0.21
6. H 0.23
7. H 0.36
8. H 0.22

***

# 4
# CH5NO2

A cluster of 2 separate species, CH5NO2 in total in a non-equilibrium geometry (ωB97M-V/def2-TZVPD, the OMol25 dataset).

Summary:
HOMO energy (eV): -10.6497
SMILES string: NC=O.O
Max |F| (eV/A): 5.11
Relative energy (zero: lowest compared OMol25 entry of this formula, charge and spin) (kcal per mole): 19.4

The geometry in XYZ format:
```
9
Properties=species:S:1:pos:R:3:forces:R:3
O 0.138601 2.722711 -0.278835 1.0 -2.2 -1.2
O 0.605752 -0.212245 1.163291 0.6 0.6 1.4
N 0.025024 -1.612636 -0.472525 2.0 3.0 3.7
C -0.274314 -0.751404 0.564801 -2.0 0.5 -1.8
H -0.704386 -1.988388 -0.918820 -2.6 -2.4 -2.2
H 0.546548 2.071100 -0.951959 -1.0 1.7 1.5
H 0.122323 2.161706 0.519609 0.0 0.4 -0.3
H -1.415957 -0.449585 0.675577 1.9 -0.8 -0.1
H 0.956412 -1.941263 -0.301135 0.1 -0.8 -0.9
```
Positions in Å, forces in eV/Å.

Formally, the Mulliken partial charges of the atoms, in units of the elementary charge, are as follows:
1. O -0.65
2. O -0.52
3. N -0.37
4. C 0.18
5. H 0.20
6. H 0.32
7. H 0.33
8. H 0.26
9. H 0.25

***

# 5
# CH5NO2P

A cluster of 2 separate species, CH5NO2P in total in a non-equilibrium geometry (ωB97M-V/def2-TZVPD, the OMol25 dataset).

Summary:
HOMO energy (eV): -2.6787
Max |F| (eV/A): 2.21
Net charge: -1
Relative energy (zero: lowest compared OMol25 entry of this formula, charge and spin) (kcal per mole): 109.1

The geometry in XYZ format:
```
10
Properties=species:S:1:pos:R:3:forces:R:3
P -1.211179 -1.146632 -0.404899 1.3 1.3 1.2
O -1.963108 -1.610985 0.806972 0.0 -0.4 -0.2
O 1.017717 -1.569556 0.210741 -2.0 -0.8 0.0
N 2.167322 -0.803255 0.042976 -0.2 -0.2 0.3
C -0.957377 0.742829 0.036861 0.2 -0.5 0.6
H -0.121761 0.633287 0.786904 -0.8 0.5 -0.7
H -0.661949 1.339221 -0.823201 0.5 0.0 -0.1
H 2.226277 -0.637495 -0.966572 0.2 1.0 0.6
H -1.821542 1.297708 0.493766 0.5 -1.0 -0.2
H 2.064338 0.000379 0.688106 0.3 0.1 -1.3
```
Positions in Å, forces in eV/Å.

Formally, the Mulliken partial charges of the atoms, in units of the elementary charge, are as follows:
1. P 0.29
2. O -0.53
3. O -0.56
4. N -0.43
5. C -0.88
6. H 0.09
7. H 0.30
8. H 0.19
9. H 0.33
10. H 0.20

***

# 6
# CH5NO2S

A cluster of 2 separate species, CH5NO2S in total in a non-equilibrium geometry (ωB97M-V/def2-TZVPD, the OMol25 dataset).

Summary:
HOMO energy (eV): -9.1308
SMILES string: O=CO.NS
Max |F| (eV/A): 2.52
Relative energy (zero: lowest compared OMol25 entry of this formula, charge and spin) (kcal per mole): 31.1

The geometry in XYZ format:
```
10
Properties=species:S:1:pos:R:3:forces:R:3
S -0.169907 0.011507 -2.946096 1.7 0.6 1.0
O -0.143399 -0.747342 2.318973 0.0 0.7 0.9
O 0.471209 1.090320 1.259846 0.7 2.3 -0.9
N -0.516144 -0.785483 -1.456465 0.7 -0.3 0.5
C 0.134962 0.427286 2.330314 0.0 -1.9 -1.2
H 0.227043 1.164875 3.097315 -0.4 0.0 1.6
H -1.497706 -0.975254 -1.306500 0.0 0.4 -0.2
H 0.962169 0.829445 -2.499868 -1.9 -1.2 -0.6
H 0.014152 -1.638175 -1.229020 -0.3 0.6 -0.7
H 0.517622 0.622820 0.431502 -0.4 -1.1 -0.6
```
Positions in Å, forces in eV/Å.

Formally, the Mulliken partial charges of the atoms, in units of the elementary charge, are as follows:
1. S -0.12
2. O -0.52
3. O -0.38
4. N -0.52
5. C 0.25
6. H 0.33
7. H 0.26
8. H 0.13
9. H 0.27
10. H 0.31

***

# 7
# CH5NO2S

A cluster of 2 separate species, CH5NO2S in total in a non-equilibrium geometry (ωB97M-V/def2-TZVPD, the OMol25 dataset).

Summary:
HOMO energy (spin up / spin down) (eV): -10.3599 / -8.2439
Max |F| (eV/A): 1.75
Relative energy (zero: lowest compared OMol25 entry of this formula, charge and spin) (kcal per mole): 119.7

The geometry in XYZ format:
```
10
Properties=species:S:1:pos:R:3:forces:R:3
S 1.204896 -0.371943 0.356007 -0.5 -1.1 -0.3
O 0.489009 -2.885455 0.462605 1.2 1.2 0.5
O -0.028562 0.340862 1.058396 -0.3 0.7 0.6
N 0.982386 -0.067327 -1.125326 0.2 0.2 0.1
C -0.883036 1.288397 0.291845 -0.1 -0.9 1.1
H -0.299931 -2.627676 -0.001728 -0.8 0.2 -0.5
H -1.845944 1.176020 0.789519 -0.2 -0.5 -0.5
H -0.795870 0.858861 -0.714740 -0.7 1.3 0.1
H 1.839874 -0.060164 -1.651766 0.4 -0.4 -0.3
H -0.662825 2.348428 0.535187 0.8 -0.7 -0.8
```
Positions in Å, forces in eV/Å.

Formally, the Mulliken partial charges of the atoms, in units of the elementary charge, are as follows:
1. S 0.50
2. O -0.59
3. O -0.29
4. N -0.51
5. C -0.49
6. H 0.30
7. H 0.22
8. H 0.37
9. H 0.26
10. H 0.23

***

# 8
# CH5NO2S

A cluster of 2 separate species, CH5NO2S in total in a non-equilibrium geometry (ωB97M-V/def2-TZVPD, the OMol25 dataset).

Summary:
HOMO energy (spin up / spin down) (eV): -8.8653 / -9.0074
Max |F| (eV/A): 3.89
Relative energy (zero: lowest compared OMol25 entry of this formula, charge and spin) (kcal per mole): 130.9

The geometry in XYZ format:
```
10
Properties=species:S:1:pos:R:3:forces:R:3
S -0.445952 -1.266937 0.364663 -0.9 1.6 -3.4
O 1.810658 -0.264534 -0.600878 -0.3 0.4 0.4
O 0.148707 -1.490434 1.634795 1.3 -0.5 2.4
N 0.727152 -1.118213 -0.982600 0.2 -1.5 0.6
C -1.159325 1.273859 0.276003 1.5 -0.9 -2.8
H -2.045974 1.196250 0.858115 -0.5 -0.2 0.2
H -0.402781 1.983270 0.619678 -0.1 -0.4 0.3
H -1.221748 1.293876 -0.875622 -0.3 -0.1 2.1
H 1.225768 -2.072917 -1.179760 -1.3 2.1 0.7
H 1.363495 0.465781 -0.114393 0.4 -0.5 -0.5
```
Positions in Å, forces in eV/Å.

Formally, the Mulliken partial charges of the atoms, in units of the elementary charge, are as follows:
1. S 0.41
2. O -0.35
3. O -0.39
4. N -0.28
5. C -0.98
6. H 0.34
7. H 0.32
8. H 0.34
9. H 0.29
10. H 0.32

***

# 9
# CH5NO2Si

A cluster of 2 separate species, CH5NO2Si in total in a non-equilibrium geometry (ωB97M-V/def2-TZVPD, the OMol25 dataset).

Summary:
HOMO energy (eV): -8.9140
SMILES string: O=[SiH2].C=NO
Max |F| (eV/A): 3.77
Relative energy (zero: lowest compared OMol25 entry of this formula, charge and spin) (kcal per mole): 49.9

The geometry in XYZ format:
```
10
Properties=species:S:1:pos:R:3:forces:R:3
Si -0.759765 -0.811867 1.958916 1.5 -0.7 1.7
O -0.696374 -0.539569 0.485343 -1.0 -0.5 0.3
O 1.135852 -0.715933 -1.305648 -0.2 0.9 0.6
N 0.038336 0.188894 -1.481180 0.0 -2.4 -2.9
C 0.255627 1.417098 -1.441524 -1.6 0.5 0.0
H 1.037492 1.836318 -0.877083 1.5 0.8 0.1
H -0.620576 2.037183 -1.813793 1.2 -0.7 0.8
H -1.282075 0.066888 3.003896 -0.5 0.2 0.0
H 0.127603 -1.854588 2.655426 -0.7 0.4 -0.5
H 0.763881 -1.624426 -1.184353 -0.3 1.5 -0.2
```
Positions in Å, forces in eV/Å.

Formally, the Mulliken partial charges of the atoms, in units of the elementary charge, are as follows:
1. Si 0.28
2. O -0.17
3. O -0.37
4. N -0.20
5. C -0.30
6. H 0.33
7. H 0.22
8. H -0.07
9. H -0.06
10. H 0.34

***

# 10
# CH5NO3

A cluster of 2 separate species, CH5NO3 in total in a non-equilibrium geometry (ωB97M-V/def2-TZVPD, the OMol25 dataset).

Summary:
HOMO energy (spin up / spin down) (eV): -13.3674 / -13.3674
⟨S²⟩: 0.76
Multiplicity: 2
Max |F| (eV/A): 5.00
Net charge: +1
Relative energy (zero: lowest compared OMol25 entry of this formula, charge and spin) (kcal per mole): 33.7

The geometry in XYZ format:
```
10
Properties=species:S:1:pos:R:3:forces:R:3
O -2.798567 0.331931 -2.424549 0.8 0.3 1.1
O 2.099893 -0.045706 5.499004 1.9 -0.5 -0.6
O -1.144556 -1.211674 -2.443717 -0.4 1.6 -1.4
N -0.549333 0.922371 -2.169302 -1.0 0.7 0.6
C -1.592434 0.094076 -2.258675 2.9 -3.3 -2.4
H 0.340919 0.790385 -2.634636 -0.1 -0.6 -0.1
H -0.411356 -1.207308 -3.172789 -1.7 -0.3 1.6
H 2.954581 -0.517007 5.331664 -0.6 1.1 0.0
H -0.521632 1.652358 -1.506379 -0.5 1.5 0.6
H 1.622484 -0.809427 5.779380 -1.3 -0.6 0.5
```
Positions in Å, forces in eV/Å.

Formally, the Mulliken partial charges of the atoms, in units of the elementary charge, are as follows:
1. O -0.07
2. O -0.64
3. O -0.38
4. N -0.23
5. C 0.76
6. H 0.26
7. H 0.39
8. H 0.33
9. H 0.28
10. H 0.32